{"formula": "C20H51BF4LiN4O3P2Sb", "method": "wB97M-V/def2-TZVPD", "homo_lumo_gap_ha": [0.2116, 0.2117], "total_charge": 0, "symbols": ["Li", "C", "N", "C", "P", "O", "O", "P", "O", "N", "C", "C", "N", "C", "C", "N", "C", "C", "H", "H", "H", "H", "H", "H", "H", "H", "H", "H", "H", "H", "H", "H", "H", "H", "H", "H", "H", "H", "H", "H", "H", "H", "F", "B", "F", "F", "F", "C", "C", "C", "C", "Sb", "C", "C", "C", "C", "C", "C", "C", "C", "H", "H", "H", "H", "H", "H", "H", "H", "H", "H", "H", "H", "H", "H", "H", "H", "H", "H", "H", "H", "H", "H", "H", "H", "H", "H", "H"], "coordinates": [[-8.207235, 7.329756, 10.875923], [-11.984987, 11.468030, 11.832773], [-11.331490, 10.852934, 10.658105], [-12.161042, 10.919623, 9.438619], [-9.908943, 10.058702, 10.628270], [-9.841776, 8.599965, 10.268317], [-9.397549, 10.230892, 12.186991], [-8.189706, 9.449310, 12.964889], [-7.300751, 8.731180, 12.044958], [-7.401490, 10.578655, 13.869546], [-6.189616, 11.227692, 13.336753], [-8.186365, 11.496718, 14.664990], [-9.063003, 8.527229, 14.051618], [-8.310147, 7.635347, 14.921607], [-10.455440, 8.220952, 13.875182], [-8.987732, 10.845899, 9.546405], [-7.916591, 10.117814, 8.861371], [-8.917389, 12.294661, 9.447336], [-12.305060, 12.533671, 11.629111], [-11.262884, 11.498288, 12.646425], [-12.884675, 10.883349, 12.191961], [-12.362304, 11.963975, 9.178343], [-13.102581, 10.324575, 9.561022], [-11.671564, 10.477433, 8.570640], [-5.715347, 10.546393, 12.597022], [-5.502485, 11.374011, 14.214123], [-6.407268, 12.167566, 12.777423], [-8.986917, 11.001262, 15.230588], [-8.632881, 12.319661, 14.069250], [-7.498327, 11.946240, 15.427472], [-7.265483, 7.940316, 15.053133], [-8.307538, 6.577690, 14.507226], [-8.777224, 7.608003, 15.938291], [-11.127245, 9.096553, 13.947637], [-10.813905, 7.601791, 14.707609], [-10.625046, 7.741018, 12.920207], [-8.278746, 9.110617, 8.676488], [-6.945761, 10.107418, 9.418490], [-7.740069, 10.666139, 7.910813], [-9.377009, 12.769806, 10.325633], [-9.462956, 12.619635, 8.530824], [-7.843917, 12.583776, 9.397873], [-5.785385, 4.713977, 11.084223], [-7.098589, 4.930256, 10.616943], [-7.110011, 5.918470, 9.608236], [-7.632707, 3.712465, 10.091120], [-7.915974, 5.381331, 11.738298], [-14.321501, 3.355927, 13.792165], [-13.323217, 4.509154, 13.920925], [-13.999785, 5.811428, 14.312570], [-12.055977, 4.239093, 14.695880], [-12.590056, 4.824165, 11.741674], [-11.193371, 3.224987, 10.764645], [-12.211635, 2.162315, 10.336041], [-10.519562, 3.998609, 9.626780], [-10.229023, 2.796502, 11.837902], [-13.796285, 6.415590, 10.302462], [-13.974444, 7.614078, 11.167184], [-14.987631, 5.589700, 9.977328], [-12.765182, 6.645078, 9.218318], [-14.838697, 3.176668, 14.777660], [-13.792416, 2.442080, 13.524868], [-15.049473, 3.576217, 13.005236], [-14.407501, 5.746074, 15.349538], [-14.830322, 5.967679, 13.604379], [-13.354718, 6.685980, 14.259997], [-12.264403, 4.126906, 15.803734], [-11.325235, 5.017878, 14.527029], [-11.632387, 3.279379, 14.426171], [-12.911761, 2.619846, 9.614131], [-12.809290, 1.875880, 11.238115], [-11.740069, 1.246623, 9.929351], [-11.175795, 4.250296, 8.780126], [-9.682285, 3.368575, 9.236633], [-10.059660, 4.945279, 9.977386], [-10.739379, 2.287734, 12.655515], [-9.663423, 3.642324, 12.280166], [-9.518590, 2.031813, 11.419542], [-14.808950, 7.489117, 11.886262], [-14.205960, 8.535843, 10.615635], [-13.073001, 7.873334, 11.727961], [-15.488720, 5.333150, 10.911194], [-14.711209, 4.641018, 9.477126], [-15.707765, 6.183017, 9.362989], [-11.813394, 6.997101, 9.573129], [-13.159305, 7.433292, 8.537887], [-12.636740, 5.718632, 8.626425]], "forces_ev_per_a": [[0.1, -0.3, 0.0], [-0.4, 0.0, 0.2], [-1.0, 0.6, 0.3], [-0.2, -0.6, 0.0], [0.5, -1.8, 0.2], [-0.1, 0.7, 0.7], [0.0, 0.3, -0.6], [-1.5, -0.2, 1.3], [0.3, -0.4, -0.8], [0.1, 0.2, -0.8], [0.6, -0.7, -0.2], [0.1, 0.7, 1.2], [1.3, 1.3, -0.3], [-0.1, -1.5, 0.4], [-1.2, 0.3, 0.2], [0.5, 0.1, 0.4], [0.5, 0.6, -0.4], [0.1, 0.2, -0.2], [0.3, -1.2, -0.1], [-0.1, 0.0, 0.0], [0.9, 0.5, -0.6], [-0.2, -0.1, 0.2], [0.6, 0.7, 0.1], [0.3, -0.1, 0.2], [-0.2, 0.4, 0.7], [-0.5, 0.2, -1.0], [0.1, -0.4, 0.7], [0.2, -0.1, -0.3], [0.2, -0.3, 0.2], [-0.6, -0.2, -0.6], [-0.3, 0.1, -0.2], [0.0, 1.1, 0.5], [0.3, 0.1, -0.8], [0.5, 0.0, -0.2], [0.4, -0.2, -0.4], [-0.4, -0.5, -0.1], [0.3, 0.0, -0.2], [-0.8, 0.0, -0.2], [-0.1, -0.6, 0.4], [0.1, -0.1, -0.3], [0.5, 0.1, 0.6], [-0.8, 0.1, 0.0], [-0.9, 0.3, -0.3], [0.7, -2.0, 0.4], [-0.5, 0.7, 0.4], [0.4, 1.2, 0.6], [0.1, 0.5, -0.9], [-0.1, 0.1, 1.3], [-0.2, -0.1, -1.8], [-0.7, -0.3, 0.0], [-0.7, -0.7, 1.2], [2.3, 2.5, 0.6], [-1.7, 1.0, -0.1], [-0.1, -0.3, 0.5], [0.6, -0.4, -0.2], [0.6, -0.4, 0.2], [2.1, -1.9, 1.2], [-0.8, 0.7, 0.9], [-1.2, 0.3, -0.7], [-1.2, -0.3, -1.0], [0.2, 0.0, -0.7], [-0.1, -0.1, 0.0], [-0.1, -0.1, 0.4], [0.2, 0.0, -0.6], [0.1, 0.2, 0.5], [0.2, 0.0, 0.0], [0.0, 0.4, -0.9], [0.2, 0.2, 0.1], [0.3, -0.1, -0.2], [0.3, -0.5, 0.1], [0.5, 0.0, -0.8], [-0.1, 0.3, -0.1], [0.0, -0.3, 0.4], [-0.6, 0.5, 0.2], [-0.2, -0.6, -0.1], [-0.2, 0.0, 0.0], [-0.2, -0.5, -0.5], [-0.4, 0.8, 0.2], [0.5, 0.0, -0.3], [-0.2, -0.2, -0.4], [0.1, -0.3, 0.0], [-0.2, 0.0, -0.2], [-0.3, 0.7, 0.1], [0.2, -0.5, 0.0], [0.4, 0.0, 0.4], [0.1, -0.3, 0.1], [0.1, 0.6, 0.2]], "mulliken_charge": [1.016, -0.729, 0.739, -1.119, 0.411, -0.985, 0.343, 0.140, -1.257, 0.181, -0.947, -0.892, 0.528, -0.908, -0.946, 0.501, -0.966, -1.132, 0.293, 0.164, 0.158, 0.380, 0.242, 0.320, 0.268, 0.348, 0.292, 0.268, 0.217, 0.377, 0.365, 0.208, 0.352, 0.115, 0.578, 0.184, 0.268, 0.211, 0.459, 0.344, 0.267, 0.411, -0.343, 0.350, -0.455, -0.365, -0.289, -1.460, 0.979, -1.287, -1.332, 0.861, 0.909, -1.215, -1.372, -1.334, 0.955, -0.930, -1.239, -1.471, 0.405, 0.293, 0.303, 0.491, 0.262, 0.120, 0.414, 0.150, 0.334, 0.277, 0.235, 0.376, 0.313, 0.487, 0.173, 0.403, 0.107, 0.421, 0.325, 0.385, -0.182, 0.311, 0.245, 0.395, 0.209, 0.513, 0.205]}

---

{"formula": "C28H28BN9O4PTi", "method": "wB97M-V/def2-TZVPD", "spin_multiplicity": 2, "homo_lumo_gap_ha": [0.2212, 0.2260], "total_charge": 0, "s2": 0.7888, "symbols": ["Ti", "C", "C", "N", "N", "C", "B", "N", "C", "C", "C", "N", "N", "C", "C", "C", "N", "N", "C", "C", "C", "N", "H", "H", "H", "H", "H", "H", "H", "H", "H", "H", "H", "H", "O", "C", "O", "C", "P", "C", "C", "C", "C", "C", "C", "C", "C", "C", "C", "C", "C", "H", "H", "H", "H", "H", "H", "H", "H", "H", "H", "H", "H", "N", "C", "C", "O", "O", "H", "H", "H", "H"], "coordinates": [[0.984097, 0.188947, -0.156632], [-3.068343, 1.454611, -0.380960], [-2.033244, 0.638309, -0.830283], [-1.018924, 0.678980, 0.029491], [-1.364247, 1.526102, 1.019780], [-2.596768, 2.003555, 0.798064], [-0.401595, 1.801411, 2.209081], [0.091737, 0.430655, 2.724909], [0.201035, -0.086158, 3.960444], [0.902623, -1.269516, 3.882440], [1.208655, -1.412628, 2.533412], [0.734443, -0.377581, 1.838882], [0.886356, 2.492747, 1.688854], [1.607034, 3.507055, 2.194851], [2.841526, 3.518120, 1.574239], [2.808362, 2.442768, 0.690074], [1.624704, 1.837964, 0.768108], [-1.133323, 2.674535, 3.202558], [-1.893998, 2.373797, 4.286720], [-2.485806, 3.530383, 4.723248], [-2.040183, 4.510358, 3.816680], [-1.239261, 3.990512, 2.906010], [-4.030283, 1.606062, -0.836448], [-1.967643, 0.045626, -1.726156], [-3.055337, 2.713788, 1.464869], [-0.206853, 0.412306, 4.820773], [1.166114, -1.932191, 4.686653], [1.728535, -2.219438, 2.048387], [1.192665, 4.166861, 2.934836], [3.652248, 4.203288, 1.744627], [3.572450, 2.069484, 0.028956], [-1.995555, 1.367166, 4.652895], [-3.126603, 3.660363, 5.577473], [-2.285032, 5.559298, 3.777757], [3.779211, -1.108429, 1.205206], [3.257492, -1.329528, 0.123922], [2.633353, -0.363356, -0.564608], [3.192177, -2.640782, -0.495892], [0.640372, -2.502741, -0.825986], [0.805770, -2.896704, -2.596904], [0.300557, -2.080059, -3.609423], [0.570843, -2.361011, -4.938913], [1.331477, -3.469248, -5.279454], [1.810280, -4.306623, -4.282425], [1.557158, -4.018621, -2.951395], [-1.184034, -2.620925, -0.600715], [-1.706318, -2.441011, 0.690171], [-3.066705, -2.480880, 0.932316], [-3.953679, -2.740836, -0.104852], [-3.452532, -3.000093, -1.370213], [-2.087271, -2.951693, -1.617304], [3.529702, -3.490105, 0.079325], [3.346898, -2.668992, -1.566313], [-0.251006, -1.191208, -3.347700], [0.201850, -1.697416, -5.710168], [1.551898, -3.679944, -6.317962], [2.388471, -5.184035, -4.543792], [1.944848, -4.662376, -2.170662], [-1.026868, -2.285709, 1.512103], [-3.438134, -2.308628, 1.935734], [-5.020256, -2.764344, 0.078246], [-4.130847, -3.246167, -2.178552], [-1.715704, -3.165129, -2.610177], [0.374382, 3.093834, -1.516771], [1.363519, 2.711034, -2.516224], [1.260113, 1.210110, -2.870575], [1.687824, 0.833065, -3.936942], [0.634244, 0.457718, -2.001378], [-0.555198, 3.059659, -1.919594], [0.527084, 4.037342, -1.182191], [2.366549, 2.892538, -2.124303], [1.272893, 3.253749, -3.460260]], "forces_ev_per_a": [[-0.4, -1.9, -3.4], [0.1, -0.1, 0.0], [-0.2, 0.1, 0.1], [-0.8, 0.4, 0.1], [-0.1, 0.0, 0.3], [0.0, 0.0, -0.1], [-0.2, 0.1, -0.4], [0.0, 0.0, 0.3], [0.1, 0.0, -0.1], [0.0, -0.1, 0.0], [-0.1, 0.0, 0.1], [-0.3, -0.6, 1.0], [0.1, 0.4, 0.2], [-0.1, -0.1, -0.2], [0.1, 0.0, -0.1], [0.1, 0.2, 0.2], [0.4, 1.1, 1.0], [0.1, -0.1, 0.3], [-0.1, -0.1, 0.0], [0.0, 0.1, 0.0], [0.0, -0.1, 0.0], [0.1, 0.2, -0.1], [0.0, 0.0, 0.0], [0.0, -0.1, 0.0], [0.1, 0.0, 0.1], [0.0, 0.0, 0.0], [0.0, 0.0, 0.0], [0.0, 0.0, -0.1], [-0.1, 0.0, 0.0], [0.0, 0.0, 0.0], [0.0, -0.1, 0.0], [0.0, 0.0, 0.0], [0.0, 0.0, 0.0], [0.0, 0.0, 0.0], [-0.2, 0.2, -0.2], [1.2, -1.5, 0.6], [0.9, 0.4, 0.0], [0.3, 0.4, -0.1], [-0.6, 0.7, 1.0], [0.3, 0.4, -0.1], [0.2, -0.1, 0.0], [-0.1, 0.0, -0.1], [-0.1, 0.0, 0.0], [0.0, -0.1, -0.1], [-0.1, 0.0, 0.0], [-0.2, -0.6, 0.1], [0.0, -0.1, -0.3], [0.0, 0.1, 0.0], [0.0, 0.0, 0.0], [-0.1, 0.0, 0.0], [0.2, 0.1, 0.1], [0.0, 0.1, 0.1], [-0.3, -0.1, 0.0], [0.0, 0.0, 0.0], [0.0, 0.0, 0.0], [0.0, 0.0, 0.0], [0.0, 0.0, 0.0], [0.0, 0.0, 0.0], [0.1, 0.1, 0.2], [0.0, 0.0, 0.0], [0.0, 0.0, 0.0], [0.0, 0.0, 0.0], [-0.1, 0.0, 0.0], [0.0, 0.1, -0.1], [-0.3, -0.3, 0.1], [0.3, 0.8, -1.0], [-0.1, -0.2, 0.3], [0.0, 0.2, 0.5], [0.0, 0.0, 0.1], [0.0, 0.0, 0.0], [0.0, 0.0, 0.0], [0.1, -0.1, 0.0]], "mulliken_charge": [-0.769, -1.656, -0.552, 0.530, 0.544, -0.179, 0.591, 0.479, -0.148, -1.633, -0.492, 1.647, -0.123, -0.155, -1.519, -0.660, 1.578, 0.204, -0.166, -1.015, -0.302, -1.026, 0.516, 0.458, 0.458, 0.519, 0.447, 0.323, 0.570, 0.451, 0.625, 0.510, 0.439, 0.469, -0.587, 0.624, -0.545, -1.205, 0.298, 0.532, 0.159, -0.973, -0.564, -0.683, -0.679, 0.647, -0.441, -0.510, -0.685, -0.641, -0.587, 0.289, 0.679, 0.333, 0.403, 0.389, 0.393, 0.424, 0.396, 0.430, 0.394, 0.416, 0.401, -0.480, -0.851, 0.456, -0.634, 0.321, 0.215, 0.210, 0.268, 0.425]}

---

{"formula": "C8H11NO", "method": "wB97M-V/def2-TZVPD", "homo_lumo_gap_ha": 0.3316, "smiles": "c1ccccc1.CC(N)=O", "total_charge": 0, "symbols": ["C", "C", "C", "C", "C", "C", "H", "H", "H", "H", "H", "H", "C", "C", "N", "O", "H", "H", "H", "H", "H"], "coordinates": [[-0.877142, -0.685882, 0.575833], [-1.858124, -1.453023, -0.138560], [-2.894608, -0.855848, -0.663611], [-3.137657, 0.543845, -0.442195], [-2.357490, 1.277461, 0.407043], [-1.179945, 0.612388, 0.774087], [-0.005800, -0.944356, 1.299174], [-1.688881, -2.584590, -0.105430], [-3.574213, -1.387812, -1.323132], [-4.007405, 0.906928, -0.958417], [-2.574882, 2.269610, 0.844193], [-0.396788, 1.188397, 1.423338], [3.009936, 0.910853, -0.785341], [2.159292, -0.124430, -0.257098], [2.832823, -0.808643, 0.685690], [1.075421, -0.569712, -0.739338], [2.756357, 1.041008, -1.900376], [4.099254, 0.642516, -0.787044], [2.728390, 1.904970, -0.310187], [2.341071, -1.519962, 1.245899], [3.550382, -0.363713, 1.155478]], "forces_ev_per_a": [[-0.5, -0.8, 1.8], [4.7, -3.5, 2.9], [-2.5, 2.7, -1.7], [-0.8, -1.2, -0.5], [0.6, -0.2, -0.2], [1.7, 3.0, 2.6], [-1.8, -0.7, -2.0], [-0.5, 1.7, -0.6], [-0.1, 0.0, 0.2], [-0.3, 0.5, 0.2], [0.1, -0.6, -0.8], [-1.6, -0.8, -1.1], [0.2, 3.2, -3.1], [-2.7, -3.6, -1.6], [-2.0, -2.3, 1.3], [3.5, 1.9, 0.7], [0.2, -0.1, 1.7], [-1.1, 0.5, 0.5], [0.8, -1.1, -0.4], [0.3, 0.6, -0.7], [1.6, 0.9, 0.9]], "mulliken_charge": [0.148, -0.425, -0.416, -0.297, -0.701, 0.064, 0.163, 0.240, 0.349, 0.344, 0.346, 0.143, -1.078, 0.769, -0.384, -0.583, 0.291, 0.346, 0.238, 0.256, 0.188]}

---

Molar mass list, top to bottom, in g/mol: 673.11; 644.24; 137.18
Energy above the lowest of the compared OMol25 structures with the same formula, charge and spin list, top to bottom, in kcal per mole: 0.0; 95.1; 47.1
Strongest force on any atom list, top to bottom, in eV/Å: 3.51; 3.92; 6.53